{"formula": "C3H6O", "method": "ωB97M-V with the def2-TZVPD basis set", "smiles": "C[C@H]1CO1", "homo_lumo_gap_ev": 11.4, "homo_ha": -0.375, "total_energy_ev": -5254.31367, "e_lumo_ev": 1.229, "e_above_lowest_ev": 1.381, "species": ["H", "C", "H", "H", "C", "H", "O", "C", "H", "H"], "coordinates": [[2.023207, -0.692181, -0.041267], [-0.033790, -0.140693, -0.471624], [1.132802, -0.187694, 1.409996], [1.618973, 1.008131, 0.204788], [-1.416944, -0.029922, 0.023654], [-2.250899, -0.409735, -0.572523], [-0.766351, 1.073532, -0.577444], [1.248544, -0.015265, 0.335645], [-1.630007, 0.031716, 1.090906], [0.079619, -0.689388, -1.409222]], "forces_ev_per_angstrom": [[-0.2, 0.0, 0.1], [0.2, -0.1, -0.1], [-0.1, 0.0, -0.2], [0.0, -0.2, 0.0], [-0.2, -0.2, 0.2], [0.3, -0.2, 0.1], [-0.1, 0.3, -0.2], [0.0, 0.0, 0.1], [0.2, 0.1, -0.1], [0.0, 0.3, 0.0]], "mulliken_charge": [0.313, 0.276, 0.295, 0.272, -0.386, 0.227, -0.421, -1.113, 0.213, 0.323]}